A cluster of 2 separate species, C3H6N4 in total in a non-equilibrium geometry. Source: the OMol25 dataset; level of theory: ωB97M-V/def2-TZVPD.

- relative energy (zero: lowest compared OMol25 entry of this formula, charge and spin) (eV) = 6.695
- charge = 0
- strongest force on any atom (eV/A) = 5.8
- SMILES = [H]/N=N/C=N/N.C#C
- lowest unoccupied orbital energy (eV) = -0.2

XYZ file:
```
13
C3H6N4 (ωB97M-V/def2-TZVPD)
C 1.728 -1.203 -0.650
C 1.158 -1.986 0.072
C -0.616 0.266 0.647
N -2.042 -0.917 -0.740
N 0.069 2.438 0.317
N -1.102 -0.853 0.149
N -0.791 1.424 0.171
H 2.041 -0.660 -1.494
H 0.861 2.537 0.969
H 0.465 -2.597 0.682
H 0.169 0.111 1.430
H -1.843 -1.800 -1.265
H -0.098 3.240 -0.289
```

---

An isolated molecule of C3H6N4 in a non-equilibrium geometry. Source: the OMol25 dataset; level of theory: ωB97M-V/def2-TZVPD.

- relative energy (zero: lowest compared OMol25 entry of this formula, charge and spin) (eV) = 3.113
- charge = 0
- strongest force on any atom (eV/A) = 3.4
- SMILES = NNn1cccn1
- lowest unoccupied orbital energy (eV) = 1.0

XYZ file:
```
13
C3H6N4 (ωB97M-V/def2-TZVPD)
C -1.816 -0.511 0.071
C -1.709 0.919 0.015
C -0.582 -0.984 -0.270
N -0.496 1.326 -0.306
N 0.216 0.175 -0.553
N 2.303 0.001 0.446
N 1.578 0.095 -0.826
H -2.547 -1.109 0.702
H -2.538 1.562 0.372
H -0.120 -1.950 -0.331
H 1.674 0.498 1.133
H 2.178 -1.043 0.772
H 1.859 1.020 -1.225
```

---

An isolated molecule of C3H6N4 in a non-equilibrium geometry. Source: the OMol25 dataset; level of theory: ωB97M-V/def2-TZVPD.

- relative energy (zero: lowest compared OMol25 entry of this formula, charge and spin) (eV) = 3.894
- charge = 0
- strongest force on any atom (eV/A) = 6.5
- SMILES = [H]/N=C\N=C/N/C=N\[H]
- lowest unoccupied orbital energy (eV) = 0.6

XYZ file:
```
13
C3H6N4 (ωB97M-V/def2-TZVPD)
C -0.677 2.059 0.361
C 0.429 -0.014 0.259
C 0.170 -2.093 -0.149
H 1.245 2.226 1.030
H -1.776 2.301 0.471
H -1.203 0.175 -1.004
H 1.168 0.479 0.707
H -0.276 -2.732 0.673
H 0.527 -1.957 -2.004
N 0.246 2.688 0.881
N -0.712 0.562 -0.108
N 1.013 -1.117 0.225
N -0.155 -2.576 -1.342
```

---

A structure of composition C3H6N4 in a non-equilibrium geometry. Source: the OMol25 dataset; level of theory: ωB97M-V/def2-TZVPD.

- relative energy (zero: lowest compared OMol25 entry of this formula, charge and spin) (eV) = 4.342
- charge = +2
- strongest force on any atom (eV/A) = 3.0
- lowest unoccupied orbital energy (eV) = -13.0

XYZ file:
```
13
C3H6N4 (ωB97M-V/def2-TZVPD)
C 1.490 -1.250 0.037
C -0.372 0.315 0.008
C -1.846 0.378 0.044
N 2.317 0.918 -0.153
N 2.373 -0.220 -0.026
N 0.236 -0.984 0.036
N 0.483 1.285 -0.143
H 1.892 -2.205 0.118
H -2.143 1.062 0.910
H -2.184 -0.680 -0.076
H -2.032 0.816 -0.866
H -0.449 -1.794 0.205
H 0.236 2.359 -0.093
```

---

An isolated molecule of C3H6N4O in a non-equilibrium geometry. Source: the OMol25 dataset; level of theory: ωB97M-V/def2-TZVPD.

- relative energy (zero: lowest compared OMol25 entry of this formula, charge and spin) (eV) = 5.544
- charge = 0
- strongest force on any atom (eV/A) = 7.5
- lowest unoccupied orbital energy (eV) = 0.7

XYZ file:
```
14
C3H6N4O (ωB97M-V/def2-TZVPD)
C -3.541 0.033 0.079
C 0.654 1.049 0.174
C 0.945 -1.239 0.114
N -2.374 0.228 -0.025
N -1.247 -0.543 0.178
N -0.032 -0.088 0.145
N 2.074 1.069 0.059
O -4.678 0.137 -0.078
H 0.037 2.009 -0.005
H 1.327 -1.500 0.987
H 0.304 -2.178 -0.219
H 1.638 -1.113 -0.752
H 2.436 0.230 -0.360
H 2.458 1.904 -0.298
```

---

An isolated molecule of C3H6N4O in a non-equilibrium geometry. Source: the OMol25 dataset; level of theory: ωB97M-V/def2-TZVPD.

- relative energy (zero: lowest compared OMol25 entry of this formula, charge and spin) (eV) = 5.223
- charge = 0
- strongest force on any atom (eV/A) = 3.8
- SMILES = [H]/N=N/C(=C)/C(O)=N/N
- lowest unoccupied orbital energy (eV) = 0.7

XYZ file:
```
14
C3H6N4O (ωB97M-V/def2-TZVPD)
C -0.653 0.401 0.070
C 0.743 0.624 -0.134
N -2.526 -0.739 -0.535
C 1.613 1.449 0.448
O -1.174 0.559 1.337
N -1.302 -0.260 -0.832
N 1.175 -0.610 -1.058
N 1.768 -1.585 -0.637
H -0.511 0.960 1.909
H -2.837 -1.427 -1.204
H -2.740 -0.892 0.447
H 2.474 -2.012 -1.262
H 1.297 2.236 1.121
H 2.674 1.297 0.329
```

---

An isolated molecule of C3H6N4O in a non-equilibrium geometry. Source: the OMol25 dataset; level of theory: ωB97M-V/def2-TZVPD.

- relative energy (zero: lowest compared OMol25 entry of this formula, charge and spin) (eV) = 3.357
- charge = 0
- strongest force on any atom (eV/A) = 3.0
- SMILES = CNn1nncc1O
- lowest unoccupied orbital energy (eV) = 0.2

XYZ file:
```
14
C3H6N4O (ωB97M-V/def2-TZVPD)
C -1.915 -0.387 -0.490
C 2.337 0.250 -0.145
C 1.039 0.644 0.105
H -1.667 -1.007 -1.380
H -1.797 0.669 -0.778
H -3.004 -0.533 -0.235
H -1.210 -0.217 1.460
H 3.226 0.902 -0.217
H -0.300 1.776 0.754
N -0.997 -0.756 0.631
N 0.337 -0.522 0.236
N 1.153 -1.578 0.107
N 2.352 -1.121 -0.112
O 0.447 1.881 0.064
```

---

A structure of composition C3H6N4O in a non-equilibrium geometry. Source: the OMol25 dataset; level of theory: ωB97M-V/def2-TZVPD.

- relative energy (zero: lowest compared OMol25 entry of this formula, charge and spin) (eV) = 7.040
- charge = 0
- strongest force on any atom (eV/A) = 6.0
- lowest unoccupied orbital energy (spin up / spin down) (eV) = 0.5 / 0.5

XYZ file:
```
14
C3H6N4O (ωB97M-V/def2-TZVPD)
C -0.194 -0.476 0.007
C 0.673 -1.616 0.084
C 1.121 1.537 -0.102
N -1.208 1.556 0.070
N -2.244 0.831 0.103
N -0.097 0.796 0.073
N -2.123 -0.429 0.038
O -2.898 -1.324 -0.140
H 0.192 -2.487 -0.433
H 1.579 -1.489 -0.446
H 0.927 -2.091 1.106
H 0.766 2.610 -0.319
H 1.736 1.363 0.912
H 1.771 1.218 -0.954
```